13
Properties=species:S:1:pos:R:3 method="wB97M-V/def2-TZVPD" orbital_gap_ev=10.6 relative_energy_kj_mol=257.0 homo_energy_ev=-10.449 total_energy_ha=-340.69702 multiplicity=1 largest_force_ev_per_a=2.67
H -3.2057 0.6481 -0.1200
N -2.5617 0.7598 -0.8995
C -1.3838 0.5714 -0.5204
O -0.2587 0.6474 -1.3031
C 0.6712 0.2800 -0.2541
C 1.3754 -1.0450 -0.5442
C -0.5876 0.2504 0.6870
N -0.6774 0.0750 1.9309
H 0.3443 0.0312 1.9193
H 1.4190 1.0830 -0.1056
H 1.8938 -1.0213 -1.5111
H 2.1294 -1.3011 0.2116
H 0.6410 -1.8512 -0.5832

=====

13
Properties=species:S:1:pos:R:3 method="wB97M-V/def2-TZVPD" orbital_gap_ev=10.4 relative_energy_kj_mol=308.2 smiles=C1OC[C@H]2N[C@@H]12 homo_energy_ev=-9.408 total_energy_ha=-286.51427 multiplicity=1 largest_force_ev_per_a=3.20
C 1.0074 -1.0334 -0.0874
O 1.4435 0.2316 -0.3902
C 0.5528 1.2983 -0.0458
C -0.7665 0.5730 0.3571
N -1.1883 0.0148 -0.8665
C -0.5329 -0.8549 0.1404
H 1.4114 -1.6689 -1.0125
H 1.4719 -1.3826 0.8978
H 1.0872 1.8522 0.7881
H 0.3412 2.0277 -0.9312
H -1.5648 0.8272 1.1336
H -2.1554 -0.3184 -0.8233
H -1.1075 -1.5666 0.8398

=====

53
Properties=species:S:1:pos:R:3 method="wB97M-V/def2-TZVPD" orbital_gap_ev=7.7 relative_energy_kj_mol=255.0 smiles="CCN(CC)CCN1C(=O)C(=O)/C(=C(/O)c2ccc(F)cc2)[C@H]1c1ccncc1" homo_energy_ev=-8.157 total_energy_ha=-1342.58088 multiplicity=1 largest_force_ev_per_a=0.82
C -4.8027 -0.1232 -1.8751
C -4.5731 -0.1704 -0.3571
N -3.9086 0.9610 0.2420
C -4.6295 2.2063 0.3592
C -4.6187 3.1345 -0.8632
C -2.4857 1.0482 0.0340
C -1.7388 0.2753 1.1423
N -0.3109 0.3912 1.0154
C 0.4369 1.2304 1.7696
O 0.0186 1.9633 2.6373
C 1.8878 1.0585 1.3219
O 2.8384 1.6510 1.7803
C 1.8526 0.0805 0.2411
C 2.8626 -0.2910 -0.5783
O 2.5755 -1.0734 -1.6436
C 4.2604 0.1291 -0.4058
C 4.9693 0.6099 -1.5070
C 6.2864 1.0054 -1.3766
C 6.8907 0.8972 -0.1364
F 8.1755 1.2714 -0.0062
C 6.2158 0.4048 0.9677
C 4.8963 0.0228 0.8294
C 0.4312 -0.3986 0.0611
C 0.3388 -1.8781 0.3622
C 0.0782 -2.8069 -0.6353
C 0.0361 -4.1501 -0.2926
N 0.2256 -4.5943 0.9366
C 0.4699 -3.7079 1.8866
C 0.5408 -2.3435 1.6568
H -5.5752 0.5957 -2.1324
H -3.8880 0.1477 -2.3974
H -5.1205 -1.1024 -2.2250
H -5.5392 -0.2890 0.1423
H -3.9732 -1.0554 -0.1233
H -5.6633 1.9604 0.6140
H -4.1981 2.7495 1.2074
H -5.1243 2.6844 -1.7119
H -5.1274 4.0624 -0.6137
H -3.5997 3.3739 -1.1579
H -2.1870 0.6519 -0.9468
H -2.1673 2.0908 0.0869
H -2.0157 0.6987 2.1101
H -2.0191 -0.7815 1.1203
H 3.3819 -1.2766 -2.1372
H 4.4783 0.7137 -2.4652
H 6.8415 1.3963 -2.2143
H 6.7227 0.3314 1.9161
H 4.3588 -0.3707 1.6758
H 0.0773 -0.2155 -0.9627
H -0.0801 -2.4913 -1.6549
H -0.1629 -4.9087 -1.0382
H 0.6176 -4.1141 2.8784
H 0.7435 -1.6548 2.4632

=====

15
Properties=species:S:1:pos:R:3 method="wB97M-V/def2-TZVPD" orbital_gap_ev=8.2 relative_energy_kj_mol=408.2 homo_energy_ev=-8.961 total_energy_ha=-610.59820 multiplicity=1 largest_force_ev_per_a=3.05
C -0.5138 -0.7842 -0.5449
C 0.7316 -0.4182 -0.8384
C -1.2006 -1.0831 0.8134
C 1.8266 -0.2253 0.1806
N -1.5216 1.9125 -1.3576
S -0.6197 2.8366 -0.6754
H -1.1164 -0.8087 -1.3609
H 0.8638 -0.0190 -1.8059
H -0.7397 -1.9251 1.4271
H -2.2477 -1.1915 0.6503
H -0.9500 -0.2181 1.4783
H 2.7054 -0.6654 -0.2114
H 1.6655 -0.8832 1.0356
H 2.0266 0.8139 0.4978
H -0.9100 2.6588 0.7113